A molecular structure, C14H25BIO3P2Pm, computed with ωB97M-V/def2-TZVPD.

As for the total charge: +2. The HOMO energy (spin up / spin down) is -12.4 / -12.4 eV. The calculation puts the orbital gap (spin up / spin down) at 4.149 / 4.493 eV. The value obtained for the total energy is -64957.2115 eV. The lowest unoccupied orbital energy (spin up / spin down) is -0.3024 / -0.2898 hartree. The molar mass comes out at 586.02 g/mol. As for the spin multiplicity: 5.

Each line ends with the Mulliken charge.
Positions of all 47 atoms, in Å:
H: -0.7781 4.8067 0.0000  0.38
C: 0.4527 4.2597 -3.1635  -1.35
H: 1.3171 3.8976 -3.7448  0.40
I: 1.1129 1.1542 0.3734  -0.37
B: -0.6191 -0.6790 0.9879  0.62
P: 0.2791 -2.3232 -1.2925  0.57
O: -1.4909 0.1382 1.7722  -0.59
H: -1.1841 -3.4511 0.2104  0.38
H: -0.6629 -4.6268 -1.0494  0.45
C: -1.7098 0.2929 4.2398  -1.03
H: -2.2815 1.2193 4.2196  0.47
H: -1.8769 3.9677 -1.1658  0.39
C: -0.0561 1.6718 -2.0880  -1.30
C: -0.1165 -2.0940 4.2515  -0.78
C: 1.6654 -2.9233 -0.2187  -0.90
H: -1.1891 3.0904 0.1918  0.25
P: 0.4295 3.3809 -1.5791  1.14
H: -0.4577 4.0852 -3.7535  0.38
H: 0.5117 0.7670 -1.7847  0.05
C: -0.9715 3.8716 -0.5490  -1.01
C: -0.8692 -1.0536 -0.5397  0.38
C: -1.2931 -0.2878 3.0648  0.66
O: -1.8390 -0.6818 -1.2141  -0.53
C: -0.4504 -1.4221 3.0907  0.54
H: 1.9565 5.1669 -1.0127  0.41
C: -0.9959 -3.5977 -0.8631  -1.33
H: 1.9077 3.9515 0.2963  0.41
O: -0.0002 -1.6759 1.8325  -0.28
H: -0.4224 -3.3376 -3.5860  0.38
H: -1.9077 -3.3725 -1.4397  0.46
H: 2.6564 -2.3918 -0.3008  0.40
C: 0.6053 -3.6045 -3.3770  -1.35
H: 0.4941 -2.9904 4.2093  0.43
H: 1.2811 -2.6553 0.7722  0.12
H: 1.8009 -4.0162 -0.3254  0.57
Pm: 2.5306 -2.6100 -2.6645  1.51
H: 2.8247 3.6029 -1.2068  0.39
C: 1.9180 4.0774 -0.7975  -1.32
C: -0.6188 -1.5410 5.4311  -0.56
H: -1.6706 0.0842 6.3809  0.40
H: 0.5775 5.3420 -3.0307  0.43
H: 0.0975 1.5806 -3.1777  0.45
H: 0.7471 -4.6313 -2.9984  0.46
H: -1.0937 1.4942 -1.8545  0.56
C: -1.3540 -0.3516 5.4375  -0.53
H: 1.1628 -3.5312 -4.3593  0.42
H: -0.4197 -2.0535 6.3747  0.38

A molecular structure, C52H41INOP2Pt, computed with ωB97M-V/def2-TZVPD.

As for the total charge: +1. The HOMO energy is -10.2 eV. The calculation puts the orbital gap at 7.269 eV. The value obtained for the total energy is -88048.9787 eV. The value obtained for the relative energy (zero: lowest compared OMol25 entry of this formula, charge and spin) is 18.5 kJ/mol. The lowest unoccupied orbital energy is -0.1093 hartree. The molar mass comes out at 1079.84 g/mol.

Each line ends with the Mulliken charge.
Positions of all 99 atoms, in Å:
H: 5.2625 -1.5142 3.6502  0.44
H: 4.4906 -1.9267 -0.5380  0.55
H: -1.4498 2.4249 2.1110  0.61
C: 2.1165 2.6165 3.6277  -0.08
C: -0.6310 -3.3086 4.2352  -0.96
C: 3.5596 -2.4457 -4.4317  -0.65
C: 4.7680 -1.1699 2.7514  -0.75
H: 1.8217 5.0129 -2.0877  0.47
H: -4.2032 -3.8603 -4.0010  0.43
H: -1.0689 0.5536 4.2132  0.32
C: 3.9815 -1.1264 -4.4400  -0.82
C: -0.9119 -2.1520 3.5216  -0.15
C: 3.4822 -0.3085 0.4495  -0.19
H: 4.5506 -0.7431 -5.2766  0.43
N: -1.6362 2.6769 -0.9512  0.07
C: -3.4899 -3.0564 -3.8673  -0.92
H: -3.7493 3.2337 2.2805  0.43
H: -1.8070 -1.5883 3.7501  0.37
C: -3.0794 -0.5048 1.6437  -0.23
C: 2.9393 -0.7635 -2.2975  0.39
H: -1.3044 -3.6318 5.0181  0.47
H: -0.2957 2.0890 5.9299  0.48
H: -3.6382 -2.3722 -5.8791  0.42
C: -3.0565 2.5817 -1.1674  -0.91
C: -2.2645 1.7214 2.0031  -1.04
C: -0.0529 -1.7369 2.5073  0.51
H: -2.9214 -1.5569 1.4631  0.34
C: -2.8881 -2.9046 -2.5919  0.92
H: 1.9269 -2.4769 -1.4680  0.42
C: 3.6734 -0.2850 -3.3766  -0.61
C: 0.5187 0.9679 2.8189  1.11
H: 3.9967 0.7468 -3.4051  0.39
H: 2.2527 -4.2121 2.7054  0.52
H: 3.7985 -3.0963 -5.2625  0.42
C: 4.8239 3.5254 -1.5905  -0.76
P: 2.4265 0.2880 -0.8970  1.66
H: -1.1846 -2.6160 0.8473  0.65
C: -2.2161 -1.2202 -4.7302  -0.78
C: 4.3940 2.2436 -1.2881  -0.55
C: -2.5415 -3.7092 -0.3625  -1.21
H: -6.8715 2.2021 -1.7067  0.42
C: -0.1650 1.1198 4.0354  0.07
H: -5.3673 0.2547 -1.9988  0.50
C: 4.9803 -1.8325 1.5491  -0.92
C: 0.5072 -4.0490 3.9464  -0.65
C: -3.1790 -3.8224 -1.5562  -1.07
C: -3.9037 3.6730 -0.9999  -0.40
Pt: 0.1671 -0.2668 -0.6950  2.79
C: -1.6467 -2.6385 -0.1280  -0.58
H: 5.1158 1.4708 -1.0499  0.52
C: -4.9617 1.2206 -1.7231  -0.71
C: -1.9533 -1.8571 -2.3567  -0.76
C: -1.3560 -1.6696 -1.0573  0.49
C: 1.3662 -3.6363 2.9370  -0.94
O: 2.5112 1.4855 1.5850  -0.40
C: -2.0020 0.3694 1.7747  0.69
C: 2.5415 4.2343 -1.8713  -0.50
C: 3.3178 0.3648 1.6565  0.48
H: -3.4848 4.6349 -0.7227  0.46
C: -5.2707 3.5374 -1.1867  -0.59
C: 3.8981 4.5186 -1.8875  -0.65
H: 4.2379 5.5184 -2.1233  0.41
H: -5.2035 -0.7381 1.6414  0.48
H: 5.6431 -2.6861 1.5094  0.46
H: 0.7210 -4.9502 4.5057  0.42
C: 2.8260 -2.9323 -3.3554  -1.04
C: 1.3942 2.7786 4.7922  -0.66
P: -0.2672 -0.1798 1.5882  0.74
C: -4.6314 1.3026 1.9739  -0.75
H: -1.9311 -0.5824 -5.5560  0.46
H: 3.0269 3.1692 3.4371  0.55
C: 1.6949 1.6922 2.6799  -1.46
H: -2.7196 -4.4266 0.4290  0.52
C: -3.5665 2.1820 2.1044  -0.83
H: -2.9402 0.4985 -1.6015  0.70
C: 1.0851 -2.4867 2.2164  0.13
H: -3.8833 -4.6223 -1.7481  0.41
C: 2.5162 -2.0969 -2.2966  -0.22
H: -1.1804 3.0070 -1.7955  0.33
H: -5.9183 4.3943 -1.0531  0.40
C: 2.1088 2.9510 -1.5624  -0.12
C: 0.2637 1.9996 5.0087  -0.94
C: 3.9392 -0.0590 2.8184  -0.94
C: 4.3388 -1.4034 0.3963  -0.47
H: 1.7495 -2.1750 1.4177  0.22
C: 3.0323 1.9493 -1.2844  0.42
C: -3.1762 -2.2381 -4.9106  -0.79
H: 2.4909 -3.9612 -3.3457  0.48
H: 1.0491 2.7257 -1.5039  -0.23
C: -4.3828 -0.0403 1.7457  -0.98
H: -1.4443 3.3608 -0.2274  0.31
I: -0.1871 0.3756 -3.2335  -0.02
H: 5.8815 3.7536 -1.5930  0.45
C: -5.8055 2.3080 -1.5545  -0.59
H: 1.7213 3.4902 5.5384  0.42
C: -3.5946 1.3555 -1.5209  0.10
H: 3.7822 0.4616 3.7527  0.57
C: -1.6592 -1.0699 -3.4982  1.16
H: -5.6480 1.6657 2.0470  0.48

A molecular structure, C30H42N10O4PYb, computed with ωB97M-V/def2-TZVPD.

As for the total charge: +2. The HOMO energy (spin up / spin down) is -12.9 / -12.9 eV. The calculation puts the orbital gap (spin up / spin down) at 8.382 / 8.386 eV. The value obtained for the total energy is -95692.3297 eV. The value obtained for the relative energy (zero: lowest compared OMol25 entry of this formula, charge and spin) is 144.2 kJ/mol. The lowest unoccupied orbital energy (spin up / spin down) is -0.1666 / -0.1667 hartree. The molar mass comes out at 810.75 g/mol. As for the spin multiplicity: 2.

Each line ends with the Mulliken charge.
Positions of all 88 atoms, in Å:
C: 15.5804 6.5241 6.5647  -0.59
C: 16.0957 7.7266 6.0687  -0.70
H: 12.5730 7.1461 12.2218  0.30
C: 15.2476 13.2118 9.9622  -0.65
H: 15.5686 8.3279 5.3361  0.75
C: 12.7624 8.5595 10.7691  0.23
C: 10.2321 5.1706 9.8514  -1.08
C: 17.3391 7.9545 6.8204  -1.02
C: 19.1557 8.1143 11.3597  -0.57
H: 18.4466 6.5941 8.1808  0.59
H: 10.7816 4.6998 5.4961  0.29
H: 10.6126 4.1645 9.6614  0.27
C: 15.4196 12.9103 8.6604  -0.85
H: 12.5852 11.0978 10.3934  0.20
H: 8.7406 7.4222 8.7411  0.25
H: 16.9902 6.9034 14.2836  0.42
C: 18.1065 5.3274 15.1405  -0.70
H: 10.0157 5.3110 10.8748  0.41
H: 13.5979 4.1710 10.7320  0.25
N: 17.0750 8.1774 10.3873  0.60
H: 16.2483 6.6691 11.5556  0.85
H: 9.1135 4.2861 6.1902  0.26
H: 16.4944 5.0534 8.0447  0.64
H: 12.6345 9.1665 4.9860  0.22
H: 10.1466 7.9907 11.6366  0.22
C: 15.7739 11.6414 8.2685  0.85
H: 20.1801 8.1506 11.5554  0.53
H: 15.2046 12.2604 11.9410  0.40
C: 15.6796 10.9061 10.4211  -0.26
C: 16.4381 6.0230 7.5599  -0.82
H: 13.0406 9.7216 9.3605  -0.18
H: 12.3123 4.9530 11.7111  0.20
C: 16.1057 11.3490 6.7614  -0.69
H: 21.0729 4.2157 14.0643  0.52
H: 16.6697 10.3899 6.7146  -0.46
H: 11.9237 10.5299 5.7699  0.27
C: 17.5268 6.8798 7.6661  -0.27
H: 14.9694 14.1531 10.3371  0.53
C: 17.8589 6.2311 14.1412  0.01
O: 14.0993 9.4799 7.0840  -0.41
C: 19.2371 4.5447 15.0492  0.75
N: 13.4783 8.9440 9.7658  0.70
O: 11.1091 6.1925 9.4106  0.03
H: 15.7840 10.1187 11.0930  0.37
H: 8.9621 9.2604 8.8213  0.21
C: 20.1553 4.7089 14.0362  -0.89
N: 13.0682 7.3278 11.3637  0.07
C: 9.8391 5.0876 5.9517  -0.72
H: 9.3108 5.2570 9.2875  0.43
C: 11.6286 10.6978 10.7798  -0.86
H: 17.4359 5.2262 16.0552  0.36
H: 20.3366 5.3758 12.0394  0.39
N: 13.1317 5.0119 11.1090  -0.28
N: 14.3464 6.3656 9.6290  -0.12
N: 11.8618 9.3541 11.3305  0.11
O: 10.5513 8.2160 8.0178  -0.19
C: 18.4115 8.7208 10.4113  -1.07
C: 17.1211 7.2876 11.4045  -1.03
C: 12.8054 10.2522 5.2209  -1.08
N: 19.7468 2.8556 16.8999  -0.40
H: 16.8179 12.0483 6.3715  0.78
C: 9.1325 8.3209 8.2271  -0.68
H: 14.6301 6.1214 6.2106  0.43
H: 11.1944 8.2771 13.1008  0.41
C: 14.0304 10.2892 6.1317  0.36
H: 11.2098 11.3263 11.5475  0.39
C: 15.3465 12.1588 10.8455  -0.73
N: 18.3350 7.1820 11.9467  0.20
H: 14.8233 11.9195 5.2064  0.28
H: 15.4258 13.7552 7.9767  0.47
C: 18.6514 6.3345 13.0192  0.04
H: 18.1174 8.6143 6.5200  0.69
H: 9.4037 5.7292 5.2244  0.30
C: 13.4988 6.1960 10.6233  -0.33
H: 14.4792 5.4995 9.1688  0.15
H: 18.7772 9.3811 9.7113  0.66
C: 10.8102 8.7451 12.1771  -1.07
N: 15.8333 10.6198 9.1049  0.45
P: 11.2209 6.6811 7.8304  0.32
H: 8.7146 8.2525 7.2243  0.27
H: 10.9063 10.6518 9.9799  0.26
C: 19.7799 5.5309 12.9869  -0.36
C: 19.4937 3.4954 15.9807  -0.14
N: 14.9096 11.2696 5.9618  -0.06
H: 12.9029 10.9824 4.3833  0.42
H: 10.1324 9.5344 12.4982  0.37
Yb: 15.3311 8.2465 8.5787  0.88
O: 9.9482 5.7769 7.2451  -0.36

2 unconnected molecules or ions with the total composition C3H4FO2S, computed with ωB97M-V/def2-TZVPD.

As for the total charge: -1. The HOMO energy is -5.0 eV. The calculation puts the orbital gap at 8.533 eV. The value obtained for the total energy is -20824.0899 eV. The value obtained for the relative energy (zero: lowest compared OMol25 entry of this formula, charge and spin) is 79.7 kJ/mol. The lowest unoccupied orbital energy is 0.1302 hartree. The molar mass comes out at 123.13 g/mol.

Each line ends with the Mulliken charge.
Positions of all 11 atoms, in Å:
H: -0.4238 2.1610 -0.0430  0.35
O: -1.0445 -2.0086 0.1002  -0.71
O: -3.0436 -1.0226 0.1353  -0.66
H: -0.3595 0.8998 1.2070  0.25
C: -1.2790 0.3107 -0.3999  0.32
C: -0.7671 1.2416 0.3231  -0.78
H: 2.5312 -1.8959 -0.2152  0.08
F: -1.7099 0.6801 -1.6185  -0.30
S: 1.7948 -0.9670 -0.8680  -0.51
H: 0.4349 -1.7231 -0.5510  0.33
C: -1.8132 -1.0308 0.0548  0.62

What is the total charge in the first record?
+2

Which of these has the lowest total energy?
C30H42N10O4PYb